(1)
Here is C27H25BrN4O2OsSTe as an isolated structure from the OMol25 dataset. Energies are from ωB97M-V/def2-TZVPD.

Values from the calculation:
- expectation value of S² = 8.82
- total charge = +1
- HOMO level (spin up / spin down) (eV) = -8.47 / -10.52
- relative energy (zero: lowest compared OMol25 entry of this formula, charge and spin) (kJ/mol) = 46.04
- multiplicity = 6
- frontier orbital gap (spin up / spin down) (eV) = 5.3 / 5.5

Geometry as XYZ:
```
62
Properties=species:S:1:pos:R:3:forces:R:3:lowdin_spin:R:1
H 5.9114 -3.0199 -0.7699 -0.006 0.027 -0.003 0.00
H -4.0127 5.5259 0.1563 0.018 -0.017 0.003 0.00
H -4.6328 0.0430 -2.2925 0.009 -0.021 -0.017 0.00
C -1.5996 -2.3922 1.2329 0.468 0.328 -0.280 0.07
H 2.8512 -3.1840 -2.3261 0.013 -0.003 0.011 0.01
C -3.4896 -4.0269 2.4423 -0.012 0.067 -0.006 0.02
C 4.0250 -2.0332 -0.9197 0.147 -0.082 -0.035 0.03
Os -0.6006 0.2368 0.2547 0.026 -0.333 -0.322 1.60
C -1.5141 4.8758 -0.7773 0.001 0.120 -0.056 0.04
H -3.5038 -1.1221 -3.9933 -0.011 -0.005 -0.011 0.00
C -2.6042 -0.2902 -2.3284 0.133 -0.171 -0.078 0.01
H -2.0885 -5.6273 2.1438 -0.002 0.023 -0.012 0.01
H 7.8218 -0.6973 1.0117 -0.014 -0.003 -0.007 0.00
H -3.7342 0.7334 -0.9874 -0.011 -0.014 0.038 0.00
C -2.8099 -1.8219 1.6802 -0.211 0.313 0.024 0.04
H 0.9571 2.6135 -1.1571 0.104 -0.048 -0.024 0.01
C 0.6627 0.6052 1.7732 0.078 -0.062 -0.451 0.40
C 0.0138 3.0476 -0.8701 -0.011 0.053 0.020 0.05
H -0.4103 -4.1316 1.0598 -0.027 -0.002 0.014 0.00
C 6.0926 -0.9538 -0.2429 0.142 -0.007 0.019 0.03
C -2.0417 2.7387 0.1745 0.113 -0.027 -0.054 0.01
N -2.6530 -0.9791 -3.4810 -0.027 0.024 0.000 0.00
C -1.3585 -3.7393 1.4056 -0.035 -0.299 0.066 0.02
H 3.2297 2.2370 -0.8891 0.030 -0.039 -0.001 0.00
C -3.7479 -2.6822 2.2854 -0.024 -0.047 0.022 0.10
H 8.1034 -0.3447 -0.6869 -0.014 -0.002 0.000 0.00
H 0.4147 4.9776 -1.7080 -0.015 -0.012 0.018 0.00
C 5.3874 -2.0775 -0.6534 -0.074 -0.112 -0.025 0.00
C 3.3217 1.6210 0.0115 0.000 0.014 -0.122 0.03
C -0.3012 4.3722 -1.1701 0.047 -0.008 -0.022 -0.01
C -3.1703 -0.4480 1.5867 0.145 0.063 -0.098 0.39
N -2.4301 0.5394 0.9660 -0.154 -0.098 0.208 0.15
H 3.9966 -4.1323 -1.3837 0.013 0.022 0.013 0.00
H 7.9645 -2.0199 -0.1506 -0.013 0.006 0.004 0.00
O -1.4841 -0.1291 -1.7783 -0.208 0.089 0.078 0.05
C -4.5284 3.6296 0.9965 -0.063 -0.168 0.085 -0.01
Br -4.7824 -5.1303 3.2595 -0.046 -0.034 0.025 0.00
C 7.5772 -1.0133 -0.0035 -0.066 0.005 0.006 0.01
C -2.4305 4.0639 -0.0852 -0.081 0.019 0.036 0.00
N -0.8220 2.2535 -0.2176 -0.134 0.104 0.062 -0.01
Te 1.3946 -0.7156 -1.4737 0.045 0.171 0.146 0.75
S 0.4322 0.6630 3.3009 -0.158 0.017 0.390 0.47
H 3.8715 2.2009 0.7518 0.032 0.006 -0.041 0.00
C 3.3601 -0.8096 -0.7548 -0.231 -0.042 -0.015 0.07
O -0.6015 -1.6820 0.6327 -0.294 -0.233 0.197 0.23
C 5.3933 0.2302 -0.0439 -0.076 0.037 0.074 0.00
H 2.5140 -3.5449 -0.6330 0.008 -0.001 -0.008 0.01
H -4.8414 1.6456 1.7706 -0.019 0.039 -0.016 0.01
C 4.0271 0.3241 -0.2736 0.106 0.096 0.117 0.03
H 2.3279 1.4269 0.4175 0.079 0.089 -0.049 0.02
H -4.6905 -2.2737 2.6270 0.024 -0.002 0.022 0.00
H -5.4997 3.9648 1.3363 0.000 -0.033 0.003 0.00
C -3.7084 4.5052 0.3460 0.121 0.014 -0.053 0.08
H 5.9233 1.1060 0.3163 -0.013 -0.018 -0.013 0.00
C -4.1533 2.2913 1.2460 -0.092 0.159 -0.040 0.10
H -1.7841 5.9007 -1.0036 0.015 -0.017 0.023 0.00
N -3.7509 0.1963 -1.8380 0.092 0.069 0.045 0.00
C -2.2927 -4.5743 2.0097 0.134 0.013 -0.059 0.11
C 3.3078 -3.2908 -1.3385 0.035 0.044 -0.040 0.02
H -1.7956 -1.3536 -3.8453 0.013 -0.011 0.010 0.00
H -4.1018 -0.1547 2.0461 0.006 0.013 0.034 0.02
C -2.9124 1.8260 0.8352 -0.055 -0.075 0.144 0.02
```
Forces are in eV/Å.

(2)
Here is one molecule with the formula C27H25N5O from the OMol25 dataset. Energies are from ωB97M-V/def2-TZVPD.

Values from the calculation:
- structure (SMILES) = Cc1oc(-c2cccc3ccccc23)nc1CN1CCN(c2ncnc3ccccc23)CC1
- HOMO level (eV) = -7.65
- relative energy (zero: lowest compared OMol25 entry of this formula, charge and spin) (kJ/mol) = 0.00
- multiplicity = 1
- frontier orbital gap (eV) = 7.8

Geometry as XYZ:
```
58
Properties=species:S:1:pos:R:3:forces:R:3:mulliken_charge:R:1
N -2.1345 -0.4253 -1.1168 0.281 -0.706 0.071 -0.51
H 0.0248 0.8427 -3.1406 -0.001 -0.067 -0.043 0.43
C -0.2738 4.9977 1.3025 -0.167 0.170 -0.133 -0.72
H -0.4660 5.8362 1.9559 -0.036 0.084 0.014 0.40
C -0.5836 3.8549 -0.8046 0.162 -0.146 0.054 1.29
C -0.9211 1.1659 3.4329 -0.233 0.150 -0.086 -0.55
N -1.0157 -2.2731 -0.4519 0.167 -0.075 -0.012 0.34
C 2.1124 -2.9211 -1.4217 0.140 -0.016 0.202 -1.61
H -3.2527 1.1921 -1.6675 -0.026 0.068 -0.054 0.53
C -1.2121 -0.3544 1.0959 -0.320 0.425 0.024 0.81
C -0.3018 -0.7359 2.0946 0.154 -0.056 0.210 0.09
N 1.0463 -3.8666 -1.1291 0.002 0.066 -0.013 0.16
C -1.7736 1.5989 2.4549 0.059 -0.107 0.244 -0.46
H 1.3345 -3.3869 0.8768 -0.023 0.004 0.047 0.20
H 0.5513 -0.2947 3.9929 0.053 -0.046 0.033 0.41
C -0.1380 1.6923 -2.4970 0.350 -0.118 0.355 -0.59
H -1.5351 -4.1540 0.2096 0.033 0.064 0.100 0.37
H -1.4638 5.7447 -0.2975 -0.061 0.078 -0.026 0.40
H 3.6595 -2.3681 1.1038 0.007 -0.040 0.002 0.32
C -1.0415 -2.6812 -1.8436 0.022 -0.045 -0.360 -0.42
H 0.9825 3.9931 2.7277 0.042 -0.038 0.080 0.46
C -0.9326 2.7561 -2.9238 -0.149 0.318 0.050 -0.89
H 3.0294 -3.3222 -0.9742 0.006 0.083 -0.142 0.35
H 2.8858 -1.2330 2.2299 0.001 -0.058 0.112 0.29
H -0.8086 1.7289 4.3479 0.001 0.078 0.060 0.42
C 0.6202 -3.9348 0.2601 -0.097 -0.303 0.069 -0.67
C 3.3606 -1.3343 1.2540 -0.181 0.344 -0.113 -1.72
O 1.9652 0.3689 0.1940 0.048 0.285 0.085 -0.38
H -2.3359 2.5139 2.5511 -0.065 0.111 -0.007 0.50
N -2.6858 1.3962 0.2774 -0.316 0.490 -0.119 -0.59
C -2.6937 0.7494 -0.8515 -0.272 0.366 0.221 -0.63
H 0.3319 -1.5967 1.9506 0.033 -0.099 -0.011 0.87
H 1.4280 2.0827 1.2982 -0.021 0.009 0.051 0.67
H -1.3733 2.7261 -3.9091 -0.045 0.019 -0.075 0.42
H -0.7198 -1.8201 -2.4303 -0.097 -0.206 -0.016 0.29
C -0.0806 -3.8710 -2.0336 -0.150 0.009 0.053 -1.02
H -0.9812 -3.0714 1.4847 -0.026 -0.077 -0.081 0.65
N 1.1585 -0.6061 -1.6097 -0.231 0.723 -0.090 -0.43
C -0.8028 -3.3714 0.4540 0.193 -0.158 0.215 -1.15
C 0.4472 1.6861 -1.2448 -0.251 0.529 -0.252 0.05
H 0.6324 -4.9854 0.5805 -0.019 0.109 0.151 0.39
C 0.7987 2.8756 0.9322 0.208 0.110 0.352 -0.44
H -0.6103 -4.8154 -1.8688 -0.029 0.030 -0.133 0.32
C -1.1579 3.8164 -2.0905 -0.010 -0.135 -0.162 -0.85
H 0.2927 -3.8751 -3.0583 -0.085 -0.053 -0.016 0.47
C -1.4585 -1.0350 -0.1479 -0.393 0.269 -0.314 0.38
C -1.9126 0.8726 1.2580 0.191 -0.522 0.000 -0.15
C -0.8258 4.9468 0.0549 0.002 0.103 0.167 -0.80
C 2.4336 -0.9073 0.1753 0.031 -0.859 -0.591 0.07
C 0.5475 3.9508 1.7396 0.162 -0.201 -0.113 -0.87
C 1.9273 -1.5149 -0.9411 0.626 0.218 0.828 1.61
H -1.7836 4.6406 -2.4017 -0.059 0.077 -0.038 0.40
H -2.0584 -2.9527 -2.1530 0.017 0.022 -0.048 0.53
C -0.1595 0.0096 3.2375 0.173 -0.297 -0.051 -1.56
H 2.2390 -2.9038 -2.5057 0.118 -0.017 0.031 0.37
H 4.2501 -0.7043 1.2511 0.095 -0.035 0.054 0.47
C 0.2452 2.7867 -0.3614 -0.155 0.192 -0.228 0.49
C 1.1896 0.4903 -0.9030 0.140 -1.120 -0.607 0.77
```
Forces are in eV/Å.

(3)
Here is one molecule with the formula C27H25N5O5 from the OMol25 dataset. Energies are from ωB97M-V/def2-TZVPD.

Values from the calculation:
- structure (SMILES) = COc1cccc([C@@H](C(=O)NCc2ccco2)N(Cc2ccco2)C(=O)Cn2nnc3ccccc32)c1
- HOMO level (eV) = -8.46
- relative energy (zero: lowest compared OMol25 entry of this formula, charge and spin) (kJ/mol) = 348.86
- multiplicity = 1
- frontier orbital gap (eV) = 8.9

Geometry as XYZ:
```
62
Properties=species:S:1:pos:R:3:forces:R:3:mulliken_charge:R:1
C 4.8348 1.2269 -0.1908 -0.896 0.125 -0.970 0.73
H 2.6638 1.4226 -2.8518 -0.097 0.002 -0.108 0.49
C -5.8849 1.3698 -2.6274 -0.449 -0.651 -0.432 -0.45
H -1.2358 -2.8485 0.2251 -0.081 -0.037 0.060 0.50
H 4.4465 -0.0168 -3.7951 -0.023 -0.023 -0.085 0.40
C -6.0212 0.0267 -2.4657 -0.023 0.524 -0.202 -0.51
H 3.6878 -2.8242 0.3118 0.107 -0.017 0.005 0.46
C -0.2206 -0.3884 -0.2741 0.009 -0.121 -0.228 0.34
C 3.7029 1.5844 -0.9650 0.756 -0.201 0.515 0.64
H -1.8845 1.2861 -1.0034 0.146 -0.112 0.035 0.29
C -5.2037 -0.3153 -1.3613 0.286 0.522 0.330 -0.52
H -1.9964 4.3159 2.4335 0.020 0.154 -0.081 0.51
H -1.6937 -6.3293 1.0508 -0.036 0.083 -0.026 0.24
C 1.6605 2.9104 -0.3308 -0.308 0.218 -0.128 -1.36
H -1.8926 -5.0696 -0.1920 0.006 0.011 0.038 0.31
C -2.1016 2.3250 3.4231 0.064 0.491 -0.265 -0.46
C -4.6344 0.8484 -0.9336 -0.080 -0.857 0.321 0.19
C 5.6581 -0.0067 -2.0279 0.206 -0.111 0.038 -0.52
C -1.4572 -5.3001 0.7856 -0.203 -0.009 0.001 -0.77
O -0.5953 2.8975 1.8909 0.404 0.048 -0.332 -0.27
H 1.7281 1.4039 1.7867 -0.127 -0.191 -0.020 0.48
C 0.5355 -4.0282 0.5140 0.214 0.169 -0.117 0.50
C 0.5260 -1.6647 0.0443 0.158 -0.006 0.025 -0.43
N 3.5857 2.4239 1.0702 -0.496 0.642 0.593 -0.66
H 2.4537 -4.9338 0.7385 0.066 -0.123 0.035 0.45
H -3.8832 0.5253 1.0394 -0.025 0.190 -0.115 0.45
H 6.6966 0.1459 -0.1480 0.124 -0.054 0.050 0.45
H -6.3160 2.0559 -3.3289 -0.005 0.171 -0.045 0.47
H 2.4621 -0.7525 -0.1335 0.056 0.126 0.002 0.32
H -3.6894 2.1909 0.4123 -0.039 -0.132 0.085 0.37
C 1.9153 -1.6627 0.0579 -0.124 0.133 -0.040 -0.57
C 0.7810 0.8943 1.5894 -0.109 0.542 0.240 -0.74
H -6.6243 -0.6361 -3.0513 -0.157 -0.071 -0.172 0.43
C -1.2469 1.2176 3.1976 0.581 0.151 -0.419 -0.59
H -2.9289 2.3712 4.1004 -0.199 0.095 0.128 0.47
H -0.3095 -0.3094 -1.3670 -0.023 0.032 0.289 0.76
C 2.6084 -2.8357 0.3039 -0.049 -0.090 0.007 -0.76
O -2.1026 -0.9687 1.1819 -0.136 -0.356 0.287 -0.65
H 1.6887 3.6216 -1.1632 -0.062 -0.139 0.158 0.37
O 0.1043 1.8249 -1.7926 -0.065 0.234 -0.258 -0.73
C 0.6716 1.8057 -0.7122 0.169 0.174 0.046 0.82
C -1.6438 -0.2654 0.3086 0.177 0.136 -0.386 -0.21
N -2.3040 0.7723 -0.2395 -0.164 0.349 -0.150 0.15
C 3.5344 1.1520 -2.2754 -0.131 0.009 -0.169 -0.60
H 0.8404 -0.1154 1.9986 0.049 0.136 0.009 0.44
C 1.9305 -4.0127 0.5384 -0.165 -0.125 0.031 -0.80
C -0.1606 -2.8532 0.2514 -0.169 -0.323 0.034 -0.17
C -1.6598 3.3122 2.6016 -0.651 -0.084 0.542 -0.69
O -5.0461 1.8756 -1.7090 0.251 0.406 0.217 -0.36
H 1.3553 3.4288 0.5795 0.078 -0.045 -0.097 0.39
N 2.9599 2.3464 -0.1150 0.561 -0.324 -0.402 0.83
C -0.3455 1.6168 2.2576 -0.179 -0.768 0.699 0.35
N 4.6798 1.7860 1.0425 0.594 -0.147 0.507 -0.67
C -3.6537 1.1278 0.1566 -0.073 0.053 -0.102 -0.63
H 6.4047 -0.6379 -2.4863 0.069 -0.048 -0.019 0.40
H -5.0597 -1.2873 -0.9366 0.081 -0.196 0.157 0.57
O -0.0508 -5.2309 0.7526 0.284 0.006 0.009 -0.48
C 4.5308 0.3515 -2.7838 -0.138 0.066 -0.048 -0.69
H -1.3033 0.2535 3.6576 0.028 -0.266 0.023 0.51
C 5.8340 0.4185 -0.7333 -0.074 0.062 0.071 -0.74
N 0.5440 0.7811 0.1550 0.005 -0.425 -0.137 0.62
H -1.8750 -4.6241 1.5373 0.007 -0.007 -0.030 0.31
```
Forces are in eV/Å.